[1]
C31H26BrIN2O7STc | wB97M-V/def2-TZVPD

```
! wB97M-V def2-TZVPD RIJCOSX def2/J DEFGRID3
* xyz 0 4
Tc -0.890 0.906 -0.313
C 2.293 2.904 -2.450
C 2.649 2.632 -1.018
N 3.610 3.348 -0.470
C 3.903 3.169 0.816
C 3.222 2.288 1.634
C 3.639 2.175 3.081
O 2.608 2.473 4.014
C 2.182 1.534 1.071
C 1.414 0.624 1.957
N 1.318 -0.767 1.634
C 1.228 -1.739 2.679
C 2.117 -1.731 3.744
C 2.006 -2.708 4.720
C 1.008 -3.671 4.650
C 0.143 -3.702 3.563
C 0.251 -2.740 2.573
I -0.758 -2.550 0.624
C 1.903 1.662 -0.297
O 0.995 0.967 -0.970
H 2.859 3.764 -2.794
H 1.223 3.111 -2.525
H 2.512 2.040 -3.081
H 4.703 3.783 1.216
H 4.501 2.829 3.244
H 3.959 1.154 3.303
H 2.258 3.350 3.819
H 1.436 0.882 3.011
H 2.879 -0.964 3.806
H 2.703 -2.715 5.548
H 0.911 -4.404 5.440
H -0.609 -4.479 3.488
O -0.999 -0.244 4.612
C -1.620 -0.710 3.753
O 0.141 0.124 1.548
C -2.577 -1.240 2.969
C -3.901 -1.054 3.540
C -5.010 -1.522 2.907
C -4.912 -2.182 1.674
C -3.662 -2.359 1.098
C -2.505 -1.899 1.691
S -1.739 -1.104 -1.288
H -3.971 -0.528 4.483
H -5.980 -1.365 3.361
H -5.798 -2.553 1.177
H -3.580 -2.851 0.137
Br -7.446 2.204 0.266
C -5.610 2.582 0.567
C -5.206 3.893 0.771
C -3.864 4.152 0.994
C -2.936 3.118 1.030
C -3.373 1.814 0.835
C -4.706 1.536 0.582
C -1.479 3.462 1.287
O -1.207 4.514 1.835
O -0.608 2.590 0.886
H -5.931 4.695 0.764
H -3.506 5.160 1.154
H -2.688 0.962 0.949
H -5.033 0.520 0.417
C -2.649 2.980 -3.667
C -1.738 2.006 -2.996
C -0.860 1.130 -3.822
O -1.764 1.923 -1.772
H -2.117 3.526 -4.446
H -3.066 3.670 -2.936
H -3.466 2.434 -4.145
H -0.833 1.454 -4.859
H -1.238 0.106 -3.762
H 0.146 1.112 -3.399
*
```

As for the HOMO energy (alpha / beta): -6.5779 / -7.3403 eV. The HOMO-LUMO gap (alpha / beta) comes out at 0.233 / 0.251 Eh. The expectation value of S² is 3.8037.

These are the Mulliken partial charges, in e, on atoms 1 to 2: 0.97 -0.94

[2]
C34H36N7O4PPbS2 | wB97M-V/def2-TZVPD

```
! wB97M-V def2-TZVPD RIJCOSX def2/J DEFGRID3
* xyz 0 1
Pb -0.648 -1.491 -0.039
N -0.969 -0.130 2.320
C -1.699 1.132 2.217
C -2.229 1.726 3.539
C -2.804 0.805 4.622
C -4.309 0.572 4.528
N -4.729 0.019 3.252
C -4.383 -1.203 2.849
N -4.471 -1.506 1.563
N -3.977 -2.130 3.724
C -2.723 1.071 1.051
O -3.768 1.736 1.139
O -2.370 0.395 0.039
H -1.470 -0.836 2.847
H -0.054 -0.006 2.739
H -0.977 1.866 1.847
H -2.965 2.489 3.275
H -1.381 2.248 3.989
H -2.634 1.275 5.594
H -2.264 -0.146 4.664
H -4.827 1.524 4.638
H -4.659 -0.064 5.344
H -4.750 0.702 2.495
H -4.538 -0.735 0.911
H -3.977 -2.311 1.202
H -3.892 -1.893 4.696
H -3.452 -2.930 3.395
O -1.083 0.137 -2.395
C -1.564 -0.653 -3.461
C -0.689 -1.858 -3.706
C -0.662 -2.436 -4.970
C 0.058 -3.601 -5.165
C 0.744 -4.151 -4.093
C 0.672 -3.501 -2.874
N -0.022 -2.380 -2.679
H -1.812 0.385 -1.801
H -1.612 -0.065 -4.384
H -2.575 -1.019 -3.247
H -1.220 -1.983 -5.780
H 0.077 -4.079 -6.135
H 1.316 -5.062 -4.196
H 1.184 -3.902 -2.004
S -1.368 -3.672 1.576
C -2.128 -4.174 0.083
S -2.796 -2.942 -0.955
C -2.143 -5.496 -0.297
C -1.605 -6.522 0.540
N -1.184 -7.356 1.215
C -2.680 -5.904 -1.558
N -3.097 -6.250 -2.575
O 1.869 -0.071 0.002
P 2.448 1.252 -0.373
C 1.762 2.542 0.702
C 1.877 2.242 2.063
C 1.407 3.124 3.021
C 0.805 4.314 2.629
C 0.680 4.614 1.282
C 1.161 3.735 0.319
C 4.234 1.304 -0.088
C 4.855 0.132 0.330
C 6.228 0.113 0.541
C 6.977 1.262 0.335
C 6.357 2.435 -0.080
C 4.989 2.458 -0.291
C 2.240 1.630 -2.123
C 2.404 2.883 -2.710
C 2.298 3.022 -4.086
C 2.044 1.913 -4.881
C 1.903 0.659 -4.303
C 2.000 0.517 -2.928
H 2.351 1.312 2.360
H 1.510 2.883 4.072
H 0.434 5.007 3.373
H 0.203 5.536 0.976
H 1.019 3.970 -0.726
H 4.253 -0.755 0.483
H 6.712 -0.799 0.866
H 8.047 1.246 0.495
H 6.943 3.331 -0.238
H 4.507 3.375 -0.611
H 2.636 3.753 -2.112
H 2.419 3.998 -4.538
H 1.960 2.029 -5.954
H 1.709 -0.210 -4.920
H 1.867 -0.453 -2.463
*
```

As for the HOMO energy: -7.2547 eV. The HOMO-LUMO gap comes out at 0.270 Eh.

These are the Mulliken partial charges, in e, on atoms 1 to 2: 1.50 -0.11

[3]
C22H24ClN3O4S2 | wB97M-V/def2-TZVPD

```
! wB97M-V def2-TZVPD RIJCOSX def2/J DEFGRID3
* xyz 0 1
C -1.063 -5.627 3.161
C -0.008 -6.126 2.180
S 1.625 -5.392 2.542
C 1.294 -3.746 2.027
C 1.995 -2.692 2.604
C 1.768 -1.393 2.194
C 0.829 -1.155 1.206
S 0.501 0.528 0.705
O -0.412 0.489 -0.411
O 1.745 1.219 0.536
N -0.275 1.114 2.047
C 0.302 2.210 2.805
C -0.734 3.292 3.114
C -1.629 3.573 1.897
C -0.749 4.258 0.844
O -0.486 5.441 0.958
N -0.276 3.497 -0.154
C 0.685 4.000 -1.120
C 0.342 3.473 -2.484
C -0.504 4.176 -3.331
C -0.856 3.661 -4.566
C -0.358 2.427 -4.950
Cl -0.792 1.775 -6.492
C 0.482 1.706 -4.116
C 0.828 2.234 -2.886
C -2.374 2.298 1.466
C -1.717 1.035 2.043
C 0.130 -2.186 0.615
C 0.361 -3.501 1.010
N -0.293 -4.536 0.354
C -0.427 -5.833 0.753
O -0.914 -6.668 0.029
H -2.016 -6.108 2.948
H -1.189 -4.549 3.082
H -0.767 -5.870 4.179
H 0.129 -7.204 2.285
H 2.722 -2.913 3.370
H 2.310 -0.564 2.617
H 0.716 1.813 3.742
H 1.124 2.617 2.214
H -0.218 4.209 3.400
H -1.359 2.979 3.953
H -2.355 4.338 2.192
H -0.465 2.508 -0.215
H 1.689 3.666 -0.831
H 0.638 5.091 -1.077
H -0.891 5.136 -3.023
H -1.510 4.209 -5.226
H 0.859 0.745 -4.428
H 1.474 1.678 -2.223
H -2.412 2.226 0.379
H -3.404 2.338 1.824
H -2.046 0.865 3.073
H -1.988 0.162 1.448
H -0.573 -1.958 -0.171
H -0.701 -4.315 -0.546
*
```

As for the HOMO energy: -8.8303 eV. The HOMO-LUMO gap comes out at 0.328 Eh. As for the structure (SMILES): C[C@@H]1Sc2ccc(S(=O)(=O)N3CCC(C(=O)NCc4ccc(Cl)cc4)CC3)cc2NC1=O.

These are the Mulliken partial charges, in e, on atoms 1 to 2: -1.20 0.16

So what do the calculations give for ΔE to the lowest compared entry with this formula, charge and spin? Going down the list: 214.70; 0.00; 3.53 kcal/mol.
So what do the calculations give for molar mass? Going down the list: 875.4; 909.0; 494.0 g mol⁻¹.